[1]
This record from the Open Molecules 2025 dataset describes a structure of composition C22H49N2OP3RhS. The level of theory is the ωB97M-V functional and the def2-TZVPD basis.

Element x y z (Å)
Rh: 0.879 0.596 -0.095
S: -1.003 1.015 1.038
P: -2.106 -2.006 -1.346
P: 2.167 -0.770 0.876
P: 1.983 2.361 -0.408
O: -2.039 1.308 -3.379
N: -1.993 -0.292 3.132
N: -0.037 0.958 3.546
C: -0.978 0.487 2.706
C: -2.970 0.942 5.082
C: 0.924 3.339 -1.511
C: -2.172 -1.832 -5.068
C: -2.561 -0.396 4.497
C: 2.188 3.430 1.049
C: -0.365 -2.496 -1.563
C: 3.332 0.087 1.999
C: 0.166 -1.449 -4.608
C: 0.336 0.310 4.814
C: -1.484 0.193 -4.008
C: 1.623 0.891 5.368
C: -3.235 -3.174 -2.121
C: -2.497 -0.597 -4.554
C: 3.202 -1.631 -0.357
C: -1.368 2.505 -3.736
C: -0.850 -2.276 -5.075
C: -2.282 -2.399 0.428
C: 1.455 -2.116 1.896
C: -0.127 -0.219 -4.022
C: 3.506 2.048 -1.335
C: -0.024 2.280 -4.303
H: -0.274 -3.219 -2.384
H: 3.655 -0.894 -1.035
H: 1.325 3.354 -2.527
H: 0.621 3.161 -4.261
H: 0.806 4.358 -1.128
H: -3.700 1.436 4.423
H: -1.377 3.179 -2.857
H: -3.516 -0.181 -4.462
H: 1.743 -2.003 2.950
H: -2.104 1.608 5.219
H: -2.648 -0.518 2.384
H: -2.723 -3.743 -2.906
H: -3.331 -2.301 0.750
H: 1.705 0.586 6.414
H: 3.822 0.922 1.479
H: 1.616 1.987 5.336
H: 2.801 4.302 0.780
H: -1.952 -3.444 0.582
H: -1.636 -1.750 1.037
H: -0.638 -3.272 -5.464
H: 0.425 -0.782 4.661
H: -0.102 1.800 -5.303
H: -0.013 -2.961 -0.626
H: 2.662 2.876 1.871
H: -4.066 -2.609 -2.579
H: -0.052 2.842 -1.518
H: 0.691 0.387 -3.610
H: -2.991 -2.422 -5.478
H: 1.838 -3.081 1.537
H: 1.187 3.759 1.368
H: -1.970 3.005 -4.556
H: -2.500 -0.741 -1.955
H: 1.202 -1.788 -4.711
H: 2.785 0.485 2.865
H: 2.505 0.511 4.843
H: 3.299 1.289 -2.100
H: 4.298 1.677 -0.674
H: 2.569 -2.315 -0.942
H: -0.486 0.464 5.524
H: -3.616 -3.832 -1.322
H: 4.094 -0.623 2.350
H: -3.451 0.787 6.058
H: 0.361 -2.129 1.824
H: 3.831 2.973 -1.824
H: 3.999 -2.206 0.137
H: 0.665 1.563 3.109
H: -3.440 -1.040 4.396
H: 0.272 -1.616 -1.758
H: -1.861 -0.937 5.142

Kohn-Sham gap (spin up / spin down) in eV: 7.10 / 4.61
Energy above the lowest of the compared OMol25 structures with the same formula, charge and spin in kJ/mol: 159.77
<S²>: 6.01
2S+1: 5
Charge: +3
HOMO energy (spin up / spin down) in eV: -15.76 / -16.08

---

[2]
This record from the Open Molecules 2025 dataset describes a structure of composition C12H29N4O6PRu. The level of theory is the ωB97M-V functional and the def2-TZVPD basis.

Element x y z (Å)
Ru: 0.048 0.253 -0.243
P: -1.179 0.332 1.455
O: -0.636 -2.722 -0.644
O: 0.969 1.443 -1.422
O: -1.737 2.250 -1.877
O: 3.448 0.890 -1.676
O: 1.032 -2.341 1.099
O: 1.168 2.664 1.076
N: -0.906 -1.441 -0.975
N: 1.303 -1.105 0.766
N: -1.441 0.923 -1.511
N: 1.369 1.436 0.865
C: -3.427 0.577 -2.856
C: -2.994 -2.413 -1.957
C: -2.077 -1.282 -1.653
C: 2.427 -0.587 1.317
C: -2.283 1.786 1.430
C: 3.727 1.629 1.504
C: -0.427 0.518 3.117
C: -2.315 0.063 -2.033
C: -2.322 -1.050 1.811
C: 3.385 -1.516 1.977
C: 2.524 0.818 1.232
C: 2.029 -0.905 -2.210
H: 2.888 -2.130 2.747
H: 1.565 -0.354 -3.028
H: 1.742 -1.958 -2.118
H: 3.845 -2.197 1.236
H: -1.224 0.606 3.865
H: 0.146 -2.626 0.150
H: -3.065 -1.159 1.013
H: -4.029 -2.111 -1.723
H: -2.771 1.896 2.403
H: -1.762 -1.987 1.917
H: 3.948 1.223 -2.437
H: -2.730 -3.313 -1.384
H: -2.850 -0.851 2.754
H: -2.948 -2.636 -3.033
H: 0.182 -0.358 3.360
H: 0.398 1.723 -2.168
H: -1.688 2.685 1.224
H: 4.187 -0.916 2.447
H: 0.193 1.419 3.156
H: 4.274 1.784 0.571
H: -3.047 1.664 0.655
H: 3.412 2.597 1.904
H: 4.375 1.117 2.209
H: -3.708 -0.187 -3.590
H: 2.519 1.256 -1.823
H: -1.089 2.873 -1.464
H: 2.990 -0.551 -1.854
H: -3.134 1.497 -3.367
H: -4.303 0.773 -2.218

Kohn-Sham gap (spin up / spin down) in eV: 5.82 / 6.13
Energy above the lowest of the compared OMol25 structures with the same formula, charge and spin in kJ/mol: 118.75
<S²>: 8.79
2S+1: 6
Charge: +1
HOMO energy (spin up / spin down) in eV: -9.85 / -12.24

---

[3]
This record from the Open Molecules 2025 dataset describes an isolated molecule of C4H8N4. The level of theory is the ωB97M-V functional and the def2-TZVPD basis.

Element x y z (Å)
N: -1.106 -0.460 -0.007
N: -2.262 1.958 -1.736
N: 0.062 1.910 -0.674
N: -1.383 -1.739 -0.378
C: -1.273 1.652 -1.213
C: 1.228 -1.127 0.573
C: 0.083 -0.157 0.463
C: 0.343 1.324 0.653
H: -1.469 -2.353 0.430
H: 1.384 1.501 0.943
H: 0.881 2.017 -1.275
H: -0.349 1.725 1.405
H: -0.687 -2.138 -1.006
H: 1.385 -1.660 -0.368
H: 1.010 -1.848 1.367
H: 2.153 -0.604 0.823

Kohn-Sham gap in eV: 9.18
Energy above the lowest of the compared OMol25 structures with the same formula, charge and spin in kJ/mol: 322.60
Structure (SMILES): C/C(CNC#N)=N\N
Charge: 0
HOMO energy in eV: -8.67

---

[4]
This record from the Open Molecules 2025 dataset describes the ion C7H10NO2 with charge +1. The level of theory is the ωB97M-V functional and the def2-TZVPD basis.

Element x y z (Å)
O: 2.157 -1.946 1.153
O: -0.128 2.031 -0.328
N: 0.372 -0.162 -0.107
C: -0.823 -0.630 -0.009
C: 2.208 1.406 -0.071
C: 2.968 0.102 0.008
C: 0.713 1.176 -0.210
C: -3.363 -0.865 0.162
C: 2.276 -0.992 0.539
C: -2.169 -0.034 -0.358
H: -2.193 0.101 -1.428
H: -4.128 -0.736 -0.472
H: -3.547 -0.354 1.082
H: 3.941 0.083 0.637
H: 2.285 1.732 0.968
H: 2.686 2.040 -0.834
H: 3.160 -0.236 -0.989
H: -2.289 0.987 -0.130
H: -3.341 -1.946 0.318
H: -0.784 -1.754 0.068

Kohn-Sham gap in eV: 9.45
Energy above the lowest of the compared OMol25 structures with the same formula, charge and spin in kJ/mol: 165.92
Charge: +1
HOMO energy in eV: -14.26

---

[5]
This record from the Open Molecules 2025 dataset describes a structure of composition C26H20BBr4Cl5N4O4STa. The level of theory is the ωB97M-V functional and the def2-TZVPD basis.

Element x y z (Å)
Ta: 0.092 0.844 -0.154
Br: -6.166 -0.227 -2.886
Br: -1.148 1.651 -4.934
Br: -4.340 0.782 -5.449
Br: -4.770 -0.347 0.159
Cl: -1.205 4.269 -0.413
Cl: -0.508 7.222 0.389
Cl: 1.664 7.757 2.552
Cl: 3.133 5.365 3.906
Cl: 2.403 2.426 3.059
S: 1.895 -1.695 3.323
O: 0.172 -1.023 -0.956
O: -0.478 1.383 -1.920
O: -1.843 0.634 -0.011
O: 0.364 2.276 1.045
N: 2.109 0.972 -0.739
N: -0.525 -3.168 -0.825
N: 0.433 -0.405 1.675
N: 0.910 -2.466 -2.526
C: -2.267 1.092 -3.543
C: 0.653 3.549 1.376
C: -3.602 0.714 -3.724
C: -1.397 -2.874 0.309
C: 3.266 0.837 -0.784
C: 1.938 5.082 2.715
C: 1.715 -1.427 -3.171
C: -0.218 -4.629 -2.754
C: 1.622 3.781 2.350
C: 0.069 -0.788 5.279
C: -4.377 0.287 -2.639
C: 0.302 5.914 1.135
C: 1.276 6.151 2.106
C: -3.828 0.232 -1.354
C: -0.011 4.608 0.770
C: 1.509 -1.144 1.769
C: -0.168 -0.221 2.924
C: -0.444 -4.564 -1.259
C: -2.509 0.605 -1.187
C: -1.328 0.513 3.185
C: -1.068 -0.053 5.527
C: 0.512 -0.866 3.960
C: -1.737 1.033 -2.268
C: -1.760 0.588 4.490
C: 0.187 -2.213 -1.435
C: 1.003 -3.807 -3.106
B: 4.773 0.502 -0.837
H: 1.088 -3.688 -4.185
H: 2.134 -1.378 0.917
H: -0.976 -3.271 1.235
H: -1.437 0.030 6.540
H: -2.654 1.152 4.722
H: 5.066 0.258 0.311
H: -1.549 -1.806 0.413
H: 1.921 -4.288 -2.756
H: 0.601 -1.285 6.079
H: -1.871 0.998 2.385
H: 5.346 1.459 -1.283
H: -0.072 -5.661 -3.068
H: -2.366 -3.341 0.137
H: 1.601 -1.527 -4.249
H: -1.093 -4.241 -3.278
H: 2.770 -1.535 -2.913
H: -1.378 -5.048 -0.982
H: 1.373 -0.442 -2.881
H: 4.829 -0.471 -1.557
H: 0.363 -5.068 -0.719

Kohn-Sham gap in eV: 7.24
Energy above the lowest of the compared OMol25 structures with the same formula, charge and spin in kJ/mol: 6.31
Charge: +1
HOMO energy in eV: -11.24